Record 1
This record from the OMol25 dataset describes 16 unconnected molecules or ions with the total composition C16H64N32O16. The level of theory is the ωB97M-V functional and the def2-TZVPD basis.

Geometry as ORCA input:
```
! RIJCOSX wB97M-V def2-TZVPD def2/J DEFGRID3
* xyz 0 1
C -4.378 -4.775 -6.472
O -5.446 -4.293 -6.064
N -3.224 -4.527 -5.932
N -4.343 -5.605 -7.482
H -3.252 -3.973 -5.088
H -2.411 -4.632 -6.522
H -3.523 -6.186 -7.580
H -5.115 -5.776 -8.110
C 4.999 6.175 -2.811
O 3.794 5.840 -2.812
N 6.061 5.440 -2.754
N 5.398 7.395 -2.603
H 5.738 4.485 -2.704
H 6.989 5.837 -2.782
H 6.369 7.639 -2.733
H 4.741 8.138 -2.410
C -5.912 -1.622 5.685
O -5.739 -0.573 6.270
N -5.286 -2.067 4.656
N -6.990 -2.297 5.986
H -5.623 -2.942 4.280
H -4.653 -1.468 4.146
H -7.101 -3.168 5.487
H -7.687 -1.944 6.626
C 2.906 -7.284 -1.522
O 3.010 -8.433 -1.903
N 3.591 -6.806 -0.568
N 1.987 -6.431 -1.910
H 3.663 -5.805 -0.680
H 4.351 -7.363 -0.203
H 1.354 -6.833 -2.587
H 1.746 -5.665 -1.297
C 0.660 1.039 8.271
O 1.816 1.302 8.534
N 0.296 0.151 7.358
N -0.384 1.621 8.768
H -0.676 0.042 7.108
H 1.030 -0.390 6.924
H -1.277 1.257 8.468
H -0.252 2.478 9.286
C -6.015 3.317 -4.598
O -4.885 3.573 -4.225
N -6.843 2.472 -4.093
N -6.580 3.966 -5.565
H -7.512 2.126 -4.766
H -6.541 2.065 -3.219
H -7.484 3.771 -5.971
H -6.108 4.857 -5.622
C 4.840 -5.108 5.231
O 4.561 -4.002 5.271
N 3.970 -6.008 5.501
N 6.043 -5.649 5.042
H 3.025 -5.659 5.426
H 4.288 -6.918 5.803
H 6.767 -4.953 4.941
H 6.291 -6.597 5.286
C 4.213 6.240 5.192
O 4.390 7.365 4.915
N 3.825 5.358 4.370
N 4.469 5.732 6.385
H 3.871 5.405 3.362
H 3.762 4.433 4.772
H 4.278 4.777 6.655
H 4.683 6.534 6.959
C -3.096 4.432 3.123
O -3.949 4.219 2.255
N -2.946 3.806 4.279
N -2.032 5.045 2.922
H -2.278 4.224 4.911
H -3.676 3.174 4.576
H -1.203 4.923 3.484
H -2.070 5.375 1.968
C -8.433 -4.118 -0.602
O -8.257 -4.283 0.553
N -9.242 -4.854 -1.352
N -7.642 -3.369 -1.303
H -9.341 -4.616 -2.329
H -9.747 -5.588 -0.877
H -6.789 -3.036 -0.878
H -7.651 -3.521 -2.302
C -0.659 -0.767 0.037
O -1.550 -1.584 -0.027
N -0.556 0.278 -0.629
N 0.367 -1.021 0.868
H 0.166 0.946 -0.399
H -1.333 0.673 -1.139
H 0.486 -1.960 1.222
H 1.171 -0.412 0.921
C -2.595 9.466 -4.458
O -3.780 9.416 -4.751
N -1.986 10.572 -4.659
N -1.798 8.547 -3.951
H -2.397 11.125 -5.398
H -0.999 10.548 -4.446
H -1.869 7.540 -3.978
H -0.872 8.929 -3.825
C 7.846 1.888 2.893
O 6.893 1.708 2.203
N 8.922 2.599 2.553
N 7.906 1.247 4.029
H 9.532 2.866 3.313
H 8.944 2.986 1.621
H 8.863 1.084 4.307
H 7.150 0.582 4.120
C 1.172 1.490 -7.466
O 1.090 0.395 -7.019
N 0.404 2.454 -7.173
N 2.049 1.985 -8.291
H 0.448 3.374 -7.587
H -0.153 2.190 -6.372
H 2.080 2.970 -8.512
H 2.385 1.320 -8.973
C 5.856 -1.950 -3.671
O 7.100 -1.838 -3.588
N 5.025 -1.213 -2.980
N 5.255 -2.749 -4.506
H 4.230 -0.990 -3.562
H 5.454 -0.645 -2.264
H 4.311 -2.700 -4.863
H 5.905 -3.128 -5.181
C -2.269 -7.857 2.093
O -1.380 -7.325 2.762
N -2.511 -9.178 2.062
N -2.980 -7.341 1.113
H -2.830 -9.512 1.164
H -2.134 -9.782 2.778
H -3.898 -7.702 0.894
H -2.641 -6.412 0.909
*
```

## Properties
- Total energy: -98077.569 eV
- Energy relative to the best compared isomer or geometry (same formula, charge and spin): 15.730 eV
- HOMO energy: -9.464 eV
- LUMO energy: -0.0036 Eh



Record 2
This record from the OMol25 dataset describes a molecular structure, C29H44N3O10PRb. The level of theory is the ωB97M-V functional and the def2-TZVPD basis.

Geometry as ORCA input:
```
! RIJCOSX wB97M-V def2-TZVPD def2/J DEFGRID3
* xyz -1 1
Rb -0.248 -0.167 -0.765
C 0.980 0.369 3.628
C -0.499 0.602 3.413
O -0.817 1.145 2.150
C -0.892 2.547 2.016
C 0.451 3.210 1.786
O 1.044 2.616 0.655
C 2.451 2.498 0.661
C 2.829 1.361 -0.263
O 2.226 0.135 0.109
C 2.956 -0.784 0.885
C 2.809 -0.531 2.369
O 1.434 -0.575 2.687
H 1.128 0.011 4.655
H 1.538 1.305 3.524
H -0.880 1.238 4.223
H -1.005 -0.365 3.460
H -1.378 3.002 2.887
H -1.518 2.718 1.137
H 1.099 3.104 2.660
H 0.290 4.282 1.628
H 2.809 2.314 1.680
H 2.930 3.417 0.302
H 3.921 1.272 -0.311
H 2.446 1.589 -1.262
H 4.017 -0.789 0.609
H 2.527 -1.764 0.664
H 3.236 0.441 2.639
H 3.360 -1.300 2.921
O -5.640 -0.700 2.182
C -5.605 0.570 1.761
C -6.630 1.431 2.170
C -6.642 2.757 1.772
C -5.631 3.258 0.952
C -4.620 2.403 0.540
C -4.579 1.065 0.927
C -3.428 0.225 0.429
O -2.629 0.703 -0.392
N -3.420 -1.017 0.978
N -2.351 -1.771 0.633
C -2.317 -2.957 1.096
C -1.174 -3.835 0.777
C -1.153 -5.160 1.213
C -0.081 -5.967 0.868
C 0.943 -5.441 0.094
C 0.847 -4.108 -0.291
N -0.171 -3.324 0.050
H -4.791 -1.112 1.807
H -7.411 1.029 2.806
H -7.445 3.405 2.105
H -5.640 4.294 0.636
H -3.828 2.746 -0.116
H -3.121 -3.349 1.719
H -1.975 -5.543 1.808
H -0.047 -7.000 1.194
H 1.788 -6.044 -0.211
H 1.607 -3.639 -0.917
C 5.251 0.777 -3.329
C 4.032 0.429 -4.174
C 3.352 1.714 -4.650
C 4.456 -0.421 -5.371
O 3.202 -0.379 -3.316
P 1.584 -0.496 -3.309
O 1.259 -1.674 -2.458
O 0.970 0.827 -2.999
O 1.348 -0.831 -4.885
C 0.168 -1.516 -5.363
C -1.092 -0.998 -4.668
C 0.321 -3.022 -5.153
C 0.110 -1.201 -6.846
H 6.075 1.121 -3.962
H 5.572 -0.113 -2.779
H 5.008 1.565 -2.608
H 4.074 2.315 -5.212
H 2.982 2.290 -3.800
H 2.498 1.487 -5.292
H 5.080 0.164 -6.053
H 3.568 -0.770 -5.902
H 5.022 -1.293 -5.028
H -1.056 -1.261 -3.610
H -1.983 -1.437 -5.120
H -1.142 0.091 -4.742
H 0.463 -3.230 -4.091
H 1.193 -3.389 -5.704
H -0.571 -3.544 -5.513
H 0.016 -0.121 -6.996
H -0.746 -1.700 -7.307
H 1.026 -1.543 -7.337
*
```

## Properties
- Total energy: -65682.305 eV
- Energy relative to the best compared isomer or geometry (same formula, charge and spin): 0.507 eV
- HOMO energy: -4.836 eV
- LUMO energy: 0.0719 Eh



Record 3
This record from the OMol25 dataset describes a single C10H14Br3O5P molecule. The level of theory is the ωB97M-V functional and the def2-TZVPD basis.

Geometry as ORCA input:
```
! RIJCOSX wB97M-V def2-TZVPD def2/J DEFGRID3
* xyz 0 1
C 2.181 1.624 -1.829
C 2.111 1.760 -0.334
Br 3.762 2.266 0.426
C 1.016 1.583 0.399
Br 1.037 2.029 2.234
C -0.286 1.137 -0.233
C -0.289 -0.129 -1.114
C 0.540 -1.365 -0.745
C 0.380 -1.993 0.632
C 0.951 -3.405 0.661
O 1.065 -1.154 1.564
C -1.775 -0.424 -1.210
O -2.346 -1.033 -2.061
O -2.431 0.160 -0.172
C -1.560 0.953 0.641
O -1.344 0.271 1.822
P -2.310 2.660 1.019
O -3.559 2.175 1.952
Br -3.333 3.033 -0.941
H 2.903 2.336 -2.226
H 1.222 1.831 -2.298
H 2.528 0.630 -2.120
H -0.585 1.949 -0.913
H -0.004 0.099 -2.140
H 0.267 -2.116 -1.493
H 1.601 -1.144 -0.878
H -0.678 -2.028 0.920
H 2.043 -3.355 0.684
H 0.676 -3.962 -0.235
H 0.594 -3.961 1.529
H 1.526 -1.701 2.205
H -2.050 0.461 2.454
H -4.033 1.390 1.639
*
```

## Properties
- SMILES: C/C(Br)=C(/Br)[C@H]1[C@@H](C[C@@H](C)O)C(=O)O[C@]1(O)P(O)Br
- Total energy: -240251.614 eV
- HOMO energy: -9.016 eV
- LUMO energy: 0.0128 Eh



Record 4
This record from the OMol25 dataset describes a molecular structure, C23H23Cl3CrGeN4O4Se. The level of theory is the ωB97M-V functional and the def2-TZVPD basis.

Geometry as ORCA input:
```
! RIJCOSX wB97M-V def2-TZVPD def2/J DEFGRID3
* xyz 0 3
Cr 0.451 0.653 0.467
O -1.183 0.311 -0.153
C -1.791 0.837 -1.194
C -3.186 0.962 -1.185
C -3.844 1.520 -2.258
C -3.139 1.932 -3.390
C -1.772 1.799 -3.426
C -1.064 1.275 -2.334
C 0.369 1.200 -2.401
N 1.134 0.941 -1.403
C 2.585 0.988 -1.569
C 3.246 0.624 -0.226
N 2.377 1.167 0.804
C 2.836 2.063 1.606
C 2.014 2.972 2.339
C 2.557 3.827 3.308
C 1.813 4.855 3.831
C 0.508 5.065 3.375
C -0.054 4.244 2.427
C 0.673 3.162 1.906
O 0.152 2.375 1.000
H -3.713 0.629 -0.301
H -4.919 1.631 -2.222
H -3.668 2.353 -4.233
H -1.219 2.113 -4.304
H 0.819 1.422 -3.372
H 2.869 2.007 -1.849
H 2.914 0.307 -2.358
H 4.252 1.046 -0.162
H 3.307 -0.457 -0.124
H 3.915 2.228 1.643
H 3.573 3.660 3.642
H 2.234 5.505 4.585
H -0.071 5.886 3.775
H -1.067 4.382 2.078
Cl 0.607 0.793 4.563
Ge -0.344 0.080 2.732
Cl -1.103 -1.884 3.278
Cl -2.245 1.246 2.795
Se -0.555 -2.240 -1.839
C -1.968 -3.521 -1.699
C -3.257 -3.081 -1.430
C -4.269 -4.025 -1.349
N -4.075 -5.326 -1.529
C -2.839 -5.736 -1.792
C -1.750 -4.883 -1.881
H -3.455 -2.028 -1.280
H -5.288 -3.725 -1.132
H -2.721 -6.803 -1.951
H -0.760 -5.261 -2.098
N 2.303 -3.712 -0.148
C 2.227 -3.189 1.211
C 1.724 -1.751 1.325
O 1.917 -1.172 2.389
O 1.158 -1.188 0.297
H 2.611 -4.677 -0.123
H 2.973 -3.184 -0.695
H 0.483 -3.202 -1.482
H 3.189 -3.214 1.734
H 1.529 -3.803 1.784
*
```

## Properties
- Expectation value of S²: 2.119
- Total energy: -226230.042 eV
- Energy relative to the best compared isomer or geometry (same formula, charge and spin): 0.161 eV
- HOMO energy (spin up / spin down): -8.125 / -8.139 eV
- LUMO energy (spin up / spin down): -0.0795 / -0.0361 Eh



Record 5
This record from the OMol25 dataset describes 6 unconnected molecules or ions with the total composition C16H48Cl2N4O4. The level of theory is the ωB97M-V functional and the def2-TZVPD basis.

Geometry as ORCA input:
```
! RIJCOSX wB97M-V def2-TZVPD def2/J DEFGRID3
* xyz 2 1
C -4.188 -1.667 3.729
C -3.679 -0.372 4.225
C -2.422 -0.379 5.039
O -2.415 -1.236 6.156
C -3.263 -0.853 7.206
N -3.309 0.641 3.155
H -2.772 1.391 3.506
H -2.563 0.222 2.472
H -4.057 1.100 2.638
H -3.499 -1.981 2.943
H -5.235 -1.647 3.401
H -4.171 -2.392 4.558
H -4.383 0.176 4.846
H -2.203 0.658 5.265
H -1.644 -0.778 4.420
H -3.149 -1.586 8.007
H -4.315 -0.681 6.859
H -2.956 0.166 7.542
C 1.548 2.999 -7.361
C 1.319 4.070 -6.261
C 1.008 3.625 -4.821
O 1.098 4.776 -4.104
C 0.736 4.660 -2.739
N 2.551 4.968 -6.051
H 3.399 4.378 -6.264
H 2.532 5.781 -6.731
H 2.479 5.202 -4.994
H 2.328 2.310 -7.218
H 1.850 3.428 -8.326
H 0.627 2.458 -7.556
H 0.558 4.766 -6.579
H 1.853 2.916 -4.493
H 0.032 3.184 -4.751
H 1.308 5.453 -2.253
H 1.054 3.743 -2.261
H -0.322 4.869 -2.591
C 2.902 -2.498 1.842
C 1.983 -3.552 2.327
C 1.379 -3.276 3.666
O 0.499 -4.425 3.952
C 0.016 -4.459 5.278
N 0.829 -3.893 1.389
H 1.030 -3.906 0.315
H 0.521 -4.783 1.689
H 0.052 -3.195 1.517
H 3.161 -2.674 0.829
H 3.868 -2.507 2.353
H 2.561 -1.455 1.919
H 2.445 -4.565 2.322
H 0.741 -2.317 3.585
H 2.082 -3.233 4.490
H -0.431 -3.516 5.611
H 0.842 -4.759 5.968
H -0.745 -5.181 5.386
C -1.077 0.748 -3.553
C -0.023 -0.263 -3.199
C 1.418 0.248 -3.141
O 1.549 1.289 -2.253
C 2.458 1.072 -1.189
N -0.334 -1.007 -1.917
H 0.404 -1.844 -1.900
H -0.296 -0.465 -1.067
H -1.288 -1.382 -1.943
H -2.044 0.298 -3.647
H -0.837 1.253 -4.522
H -1.136 1.529 -2.758
H -0.185 -1.073 -3.886
H 1.604 0.617 -4.210
H 2.050 -0.569 -2.764
H 3.225 0.390 -1.539
H 1.858 0.738 -0.357
H 2.795 2.065 -0.876
Cl 1.272 -3.413 -1.686
Cl -0.879 -0.406 1.350
*
```

## Properties
- Total energy: -56551.376 eV
- HOMO energy: -13.651 eV
- LUMO energy: -0.1641 Eh



Record 6
This record from the OMol25 dataset describes 2 unconnected molecules or ions with the total composition C3H2N2O3. The level of theory is the ωB97M-V functional and the def2-TZVPD basis.

Geometry as ORCA input:
```
! RIJCOSX wB97M-V def2-TZVPD def2/J DEFGRID3
* xyz 0 1
C 0.756 -0.280 0.522
C -1.397 1.046 -0.533
C 0.584 -0.378 -0.988
H 1.187 -1.083 2.142
H -2.123 1.679 -1.174
N -0.343 -0.266 1.236
N -1.426 0.395 0.696
O 1.864 -0.580 1.111
O -0.350 0.624 -1.343
O 1.247 -1.157 -1.669
*
```

## Properties
- Total energy: -12261.209 eV
- Energy relative to the best compared isomer or geometry (same formula, charge and spin): 5.773 eV
- HOMO energy: -9.576 eV
- LUMO energy: -0.0230 Eh



Record 7
This record from the OMol25 dataset describes a single C3H4N4 molecule. The level of theory is the ωB97M-V functional and the def2-TZVPD basis.

Geometry as ORCA input:
```
! RIJCOSX wB97M-V def2-TZVPD def2/J DEFGRID3
* xyz 0 1
N -1.888 1.725 -0.479
C -0.719 1.303 -0.041
C -0.592 -0.148 -0.316
N 0.437 -0.799 0.019
C 1.473 -1.512 0.343
N 2.495 -0.872 0.959
N 3.305 -0.274 1.463
H -2.594 1.137 -0.934
H -2.147 2.696 -0.374
H -1.426 -0.681 -0.830
H 1.655 -2.574 0.188
*
```

## Properties
- Total energy: -9131.104 eV
- Energy relative to the best compared isomer or geometry (same formula, charge and spin): 5.753 eV
- HOMO energy (spin up / spin down): -8.057 / -8.057 eV
- LUMO energy (spin up / spin down): 0.0048 / 0.0049 Eh



Record 8
This record from the OMol25 dataset describes 9 unconnected molecules or ions with the total composition C6H31NO8S. The level of theory is the ωB97M-V functional and the def2-TZVPD basis.

Geometry as ORCA input:
```
! RIJCOSX wB97M-V def2-TZVPD def2/J DEFGRID3
* xyz 1 2
C 1.969 0.428 -0.188
N 0.779 -0.166 -0.790
C 0.498 0.176 -2.156
C 0.172 -1.234 -2.821
S -1.167 -1.247 -4.045
C -0.594 1.243 -2.361
C 2.643 -0.336 0.962
C 2.214 0.113 2.360
H 2.647 0.474 -1.029
H 1.768 1.472 0.077
H -0.112 -0.045 -0.279
H 1.403 0.564 -2.614
H 1.026 -1.609 -3.369
H -0.022 -1.976 -2.055
H -1.900 -2.236 -3.516
H -0.604 1.887 -1.482
H -0.234 1.788 -3.212
H -1.627 0.911 -2.388
H 3.720 -0.233 0.849
H 2.440 -1.403 0.872
H 2.531 -0.656 3.057
H 2.644 1.085 2.601
H 1.140 0.207 2.464
H -0.272 -3.473 0.554
H -1.670 -4.082 0.721
O -1.116 -3.351 1.022
H -0.192 1.743 1.329
H 0.388 2.554 2.523
O 0.374 2.508 1.560
H 1.269 -2.309 -0.131
H 1.925 -3.259 -1.065
O 1.327 -3.264 -0.305
H 0.841 4.030 -0.240
H 2.281 3.914 0.174
O 1.704 3.777 -0.586
H -2.194 -1.988 0.354
H -2.804 -0.892 -0.479
O -3.058 -1.632 0.082
H -1.053 -0.868 3.707
H -0.707 -1.902 2.625
O -1.213 -1.099 2.782
H -3.367 3.185 0.234
H -4.378 2.045 0.353
O -3.716 2.537 0.861
H -2.315 1.538 0.792
H -1.738 0.259 1.493
O -1.647 0.823 0.702
*
```

## Properties
- Expectation value of S²: 0.755
- Total energy: -35422.579 eV
- HOMO energy (spin up / spin down): -12.728 / -12.550 eV
- LUMO energy (spin up / spin down): -0.0918 / -0.2672 Eh